# 1
C5H14NO5 | ωB97M-V/def2-TZVPD

Geometry as XYZ:
```
25
C5H14NO5, DFT ωB97M-V/def2-TZVPD
O -0.04189 -2.63873 1.38048
C 0.35503 -2.11110 0.33303
O 0.28596 -2.64706 -0.81680
C 0.95830 -0.68026 0.44093
C 0.80850 0.13631 -0.81011
C -0.61684 0.80133 -0.85249
C -0.79574 2.03909 -1.32666
N -1.64040 0.12741 -0.26911
H 0.57696 -0.11123 1.32532
H 1.99941 -0.83529 0.75652
H 0.88296 -0.39513 -1.73605
H 1.43328 1.03026 -0.94151
H -0.13418 2.49970 -2.04246
H -1.88415 2.43562 -1.26846
H -2.55378 0.53156 -0.19776
H -1.54112 -0.85354 -0.11340
H -1.40619 -1.63177 2.66876
H -1.40137 -0.14138 2.45290
O -1.86588 -0.81464 2.96275
H -0.96512 3.21536 0.97327
H 0.60718 3.40294 1.04696
O -0.21996 3.46412 1.52450
H 1.62599 -2.43975 -1.95217
H 2.99742 -2.25095 -1.35230
O 2.53560 -2.13285 -2.18617
```

Summary:
* maximum force: 2.91 eV Å⁻¹
* charge: -1
* lowest unoccupied orbital energy: 0.1237 Eh
* E_tot: -17141.6245 eV
* highest occupied orbital energy: -5.1 eV
* relative energy (zero: lowest compared OMol25 entry of this formula, charge and spin): 26.9 kcal per mole

Mulliken population analysis, charges in e, atoms 1 to 5: -0.7651 0.3445 -0.7723 -0.5248 -0.3626

---

# 2
C5H14NOP | ωB97M-V/def2-TZVPD

Geometry as XYZ:
```
22
C5H14NOP, DFT ωB97M-V/def2-TZVPD
C -1.53046 -2.24950 -0.77306
P -1.67772 -0.35119 -0.73572
C -0.27495 0.02115 -1.97429
C 0.40678 1.39471 -1.62300
O -0.36412 -0.55783 -3.27686
H -2.10049 -2.66638 -1.69588
H -2.10741 -2.61595 0.01778
H -0.46512 -2.46472 -0.76726
H -0.79388 -0.01360 0.39682
H 0.68297 -0.56100 -1.52022
H 0.54701 1.51566 -0.60344
H 1.35141 1.62503 -2.16905
H -0.26307 2.17932 -1.91554
H -1.25667 -0.37341 -3.52178
C 1.86559 0.07601 1.65239
N 0.61914 0.09892 1.75657
C 0.14783 0.84804 2.86952
H 2.57572 0.59763 2.20912
H 2.13856 -0.66845 0.91037
H -0.69872 0.24121 3.44331
H 0.76369 1.13968 3.70242
H -0.44378 1.61945 2.47488
```

Summary:
* maximum force: 6.01 eV Å⁻¹
* charge: 0
* lowest unoccupied orbital energy: 0.0334 Eh
* E_tot: -18234.9282 eV
* highest occupied orbital energy: -8.4 eV
* relative energy (zero: lowest compared OMol25 entry of this formula, charge and spin): 82.5 kcal per mole
* SMILES: CP[C@H](C)O.C=NC

Mulliken population analysis, charges in e, atoms 1 to 5: -0.8747 0.0205 0.2540 -1.2668 -0.4863

---

# 3
C5H14NOPS | ωB97M-V/def2-TZVPD

Geometry as XYZ:
```
23
C5H14NOPS, DFT ωB97M-V/def2-TZVPD
C 0.88646 5.87663 0.84694
C -1.13145 0.13605 1.02163
C 1.28029 0.60923 0.22815
C 1.57843 -2.16237 -1.09997
C 0.17813 4.89133 1.71297
N 0.09902 -0.28281 0.26941
O -1.17381 -2.34586 -0.62549
P -0.11567 -1.37309 -0.97500
S -1.10511 3.96784 1.24624
H 1.86494 5.65807 0.98892
H 0.48105 5.69986 -0.27073
H 0.67836 6.85237 1.27986
H -1.75956 0.87729 0.52625
H -1.70191 -0.76791 1.18647
H -0.72162 0.48230 2.03956
H 1.07669 1.43114 -0.47462
H 1.46359 0.96778 1.27951
H 2.08467 0.12778 -0.19868
H 1.30867 -3.06481 -1.69976
H 2.29646 -1.68693 -1.67643
H 1.87425 -2.47793 -0.12786
H 0.47978 4.73769 2.77093
H -0.14338 -0.82546 -2.24683
```

Summary:
* expectation value of S²: 2.006
* maximum force: 4.48 eV Å⁻¹
* charge: 0
* lowest unoccupied orbital energy (alpha / beta): 0.0304 / -0.0864 Eh
* E_tot: -29070.5845 eV
* multiplicity: 3
* highest occupied orbital energy (alpha / beta): -6.9 / -9.3 eV

Mulliken population analysis, charges in e, atoms 1 to 5: -0.7606 -0.8308 -0.8458 -1.1771 -0.3101

---

# 4
C5H14NOS | ωB97M-V/def2-TZVPD

Geometry as XYZ:
```
22
C5H14NOS, DFT ωB97M-V/def2-TZVPD
C 2.71480 2.00754 -1.10837
C 2.55397 0.73839 -0.26838
S 0.84966 0.13551 -0.36775
N 1.94886 3.17690 -0.64600
H 2.33790 1.83871 -2.12042
H 3.78210 2.27203 -1.15675
H 2.90424 0.96878 0.74860
H 3.25007 -0.01485 -0.66651
H 2.23601 3.43609 0.29600
H 1.01188 2.79289 -0.49474
C -1.57137 -2.36587 -0.47514
C -2.11258 -1.12850 0.22225
C -1.57939 -0.94962 1.63544
O -3.55226 -1.38248 0.32892
H -2.12986 -2.48989 -1.40284
H -1.73516 -3.23189 0.17413
H -0.50932 -2.20217 -0.66047
H -1.98400 -0.22942 -0.39192
H -0.50199 -1.10404 1.62613
H -2.03060 -1.73126 2.25341
H -1.88818 0.00213 2.06453
H -3.99478 -0.53897 0.40988
```

Summary:
* maximum force: 1.06 eV Å⁻¹
* charge: -1
* lowest unoccupied orbital energy: 0.1324 Eh
* E_tot: -19785.7197 eV
* highest occupied orbital energy: -2.7 eV
* relative energy (zero: lowest compared OMol25 entry of this formula, charge and spin): 12.3 kcal per mole

Mulliken population analysis, charges in e, atoms 1 to 5: -0.6419 -0.5863 -0.5852 -0.6662 0.2579

---

# 5
C5H14NS | ωB97M-V/def2-TZVPD

Geometry as XYZ:
```
21
C5H14NS, DFT ωB97M-V/def2-TZVPD
C 1.58419 -1.48807 -0.71533
C 1.87147 -0.13416 -1.33640
C 2.93779 0.63222 -0.55938
H 2.49203 -2.10496 -0.66915
H 0.87242 -2.06396 -1.31334
H 1.19969 -1.36208 0.29654
H 0.96102 0.46515 -1.35877
H 2.20463 -0.26505 -2.37453
H 3.15319 1.60148 -1.01555
H 2.59692 0.82047 0.45974
H 3.86636 0.05162 -0.53711
C -3.04669 0.64330 0.82936
C -1.89159 0.54345 1.83487
S -0.30828 1.06997 1.09896
N -2.85665 -0.18439 -0.36730
H -3.07701 1.67632 0.47471
H -3.99371 0.36674 1.30852
H -1.82107 -0.50840 2.14236
H -2.10961 1.16967 2.70395
H -2.60863 -1.12642 -0.08498
H -2.02649 0.19710 -0.81718
```

Summary:
* maximum force: 0.48 eV Å⁻¹
* charge: -1
* lowest unoccupied orbital energy: 0.1492 Eh
* E_tot: -17738.3925 eV
* highest occupied orbital energy: -2.5 eV
* relative energy (zero: lowest compared OMol25 entry of this formula, charge and spin): 0.1 kcal per mole

Mulliken population analysis, charges in e, atoms 1 to 5: -1.0179 -0.1847 -1.1291 0.3716 0.2848

---

# 6
C5H14O2 | ωB97M-V/def2-TZVPD

Geometry as XYZ:
```
21
C5H14O2, DFT ωB97M-V/def2-TZVPD
C -0.96069 1.31643 0.57879
C 0.23805 0.42322 0.64529
C 0.03479 -0.92948 0.91984
C 1.17929 -1.89236 1.26337
C 1.48111 1.13920 0.25980
H -1.13843 2.14354 1.26185
H -1.82768 0.63747 0.59005
H -0.90688 1.67415 -0.46662
H -1.00673 -1.19470 1.09779
H 2.04407 -1.82920 0.63377
H 1.50753 -1.78652 2.31109
H 0.52378 -2.79351 1.21826
H 2.37569 0.79336 0.76579
H 1.48470 2.26192 0.51021
H 1.57535 1.26605 -0.85998
H -0.91612 1.33665 -2.84091
H -0.97712 -0.02539 -1.74651
O -0.41069 0.65699 -2.38359
H 0.23755 -1.04129 -1.00523
H -2.59784 -1.21078 -1.70496
O -1.93976 -0.94574 -1.04812
```

Summary:
* maximum force: 3.08 eV Å⁻¹
* charge: 0
* lowest unoccupied orbital energy: -0.0598 Eh
* E_tot: -9500.8115 eV
* highest occupied orbital energy: -8.7 eV
* relative energy (zero: lowest compared OMol25 entry of this formula, charge and spin): 142.7 kcal per mole

Mulliken population analysis, charges in e, atoms 1 to 5: -1.1675 1.0244 -0.4694 -1.2354 -1.1387

---

# 7
C5H14O3 | ωB97M-V/def2-TZVPD

Geometry as XYZ:
```
22
C5H14O3, DFT ωB97M-V/def2-TZVPD
C 1.18731 0.37768 -1.01266
C 0.38528 0.28313 0.10188
C 0.36443 -0.82002 0.98849
C 1.42821 -1.50992 1.34804
C -1.01965 -1.09115 1.68160
H 1.71910 -0.37154 -1.45991
H 1.07805 1.27420 -1.58553
H -0.43693 1.09698 0.16550
H 1.26994 -2.17484 2.17926
H 2.44955 -1.07597 0.96420
H -1.41749 -0.08865 1.78065
H -1.09883 -1.55495 2.63021
H -1.92383 -1.52530 0.98905
O -0.48461 -0.99468 -3.93579
H -0.28552 -0.45334 -3.16725
H 0.32152 -1.37819 -4.24730
O 0.48446 3.10070 2.89111
H 0.07696 2.67065 2.19411
H 1.45830 2.66908 2.94474
O -1.82159 0.92789 -1.71680
H -1.39422 0.01804 -1.38892
H -2.34044 0.62020 -2.34468
```

Summary:
* maximum force: 7.71 eV Å⁻¹
* charge: 0
* lowest unoccupied orbital energy: 0.0092 Eh
* E_tot: -11551.2758 eV
* highest occupied orbital energy: -9.3 eV
* relative energy (zero: lowest compared OMol25 entry of this formula, charge and spin): 65.7 kcal per mole
* SMILES: C=CC(=C)C.O.O.O

Mulliken population analysis, charges in e, atoms 1 to 5: -1.1878 -0.5150 0.8239 -0.8166 -1.2575

---

# 8
C5H14O3 | ωB97M-V/def2-TZVPD

Geometry as XYZ:
```
22
C5H14O3, DFT ωB97M-V/def2-TZVPD
C -0.81220 -0.70061 -0.48638
C 0.51475 -1.49064 0.02114
C 3.52227 0.28035 -1.60447
O -2.03388 1.78903 0.51107
C 2.49622 -0.07580 -0.73086
C 1.72774 -1.23185 -0.77592
H -0.60598 -0.06214 -1.33492
H -1.26296 -0.11735 0.29622
H -1.53711 -1.50238 -0.73344
H 0.31541 -2.58019 0.14864
H 0.52647 -1.09340 1.02446
H 3.59033 -0.34433 -2.53696
H 4.23313 1.07153 -1.52240
H -3.17651 0.85672 0.44224
H 2.29641 0.60494 0.09774
H 2.11619 -1.90540 -1.56095
H -0.68401 1.38553 1.66874
H -4.72828 0.54341 0.46318
O -3.87056 0.14533 0.63516
H -0.44995 0.82136 3.14215
H -2.10869 2.75435 0.59318
O -0.06880 0.85155 2.24237
```

Summary:
* maximum force: 3.75 eV Å⁻¹
* charge: 0
* lowest unoccupied orbital energy: -0.1392 Eh
* E_tot: -11549.1978 eV
* highest occupied orbital energy: -7.1 eV
* relative energy (zero: lowest compared OMol25 entry of this formula, charge and spin): 113.6 kcal per mole

Mulliken population analysis, charges in e, atoms 1 to 5: -0.5487 -0.4945 -0.6098 -1.0587 0.1844

---

# 9
C5H14O3 | ωB97M-V/def2-TZVPD

Geometry as XYZ:
```
22
C5H14O3, DFT ωB97M-V/def2-TZVPD
C 1.44709 0.55701 1.95602
C 0.27721 0.79142 1.25637
C 0.06187 0.52524 -0.19709
C -1.21148 0.46950 -0.76667
C -1.47204 0.05586 -2.13643
H 1.64970 0.80103 3.03671
H 2.47630 0.31587 1.47591
H -0.53663 1.05850 1.94518
H 0.87196 0.11138 -0.74314
H -1.95895 0.64411 -0.03960
H -0.70756 -0.59293 -2.54337
H -1.75046 0.81073 -2.81471
H -2.31747 -0.73638 -2.10021
O 0.75841 -2.57982 1.36169
H 1.05958 -1.66493 1.62364
H -0.12377 -2.52596 1.82375
O 1.53088 -2.42235 -1.65040
H 2.45741 -2.60146 -1.57135
H 1.05722 -2.32857 -0.78607
O -1.59781 3.20731 0.30921
H -1.56982 3.91917 -0.39730
H -0.75529 2.75413 0.25343
```

Summary:
* maximum force: 4.71 eV Å⁻¹
* charge: 0
* lowest unoccupied orbital energy: 0.0140 Eh
* E_tot: -11552.5565 eV
* highest occupied orbital energy: -8.8 eV
* relative energy (zero: lowest compared OMol25 entry of this formula, charge and spin): 36.1 kcal per mole
* SMILES: C=C/C=C/C.O.O.O

Mulliken population analysis, charges in e, atoms 1 to 5: -1.1530 0.1435 -0.4336 0.0054 -1.1629

---

# 10
C5H14O4 | ωB97M-V/def2-TZVPD

Geometry as XYZ:
```
23
C5H14O4, DFT ωB97M-V/def2-TZVPD
C -1.36858 -0.55964 1.58529
C -1.69975 -0.28738 0.28815
C -2.70995 -1.04048 -0.50195
H -2.02060 -1.19628 2.17196
H -0.86026 0.20076 2.16362
H -1.19094 0.52094 -0.21922
H -3.08883 -1.90182 0.04581
H -2.28356 -1.37874 -1.44586
H -3.55196 -0.38283 -0.74050
C 1.90485 0.86898 -1.31431
C 2.07816 1.26503 0.14202
O 0.87256 1.69913 0.75875
O 0.42722 2.91706 0.11283
H 1.16869 0.07254 -1.39842
H 1.56691 1.71912 -1.90442
H 2.85154 0.50033 -1.70709
H 2.34046 0.39262 0.74474
H 2.83733 2.05016 0.24607
H 0.17487 3.44030 0.88958
O 0.18114 -1.75296 0.03425
O 1.38339 -2.50517 -0.22103
H -0.07762 -1.45827 1.10469
H 1.06493 -3.18341 -0.83495
```

Summary:
* maximum force: 3.48 eV Å⁻¹
* charge: 0
* lowest unoccupied orbital energy: 0.0302 Eh
* E_tot: -13594.4843 eV
* highest occupied orbital energy: -9.4 eV
* relative energy (zero: lowest compared OMol25 entry of this formula, charge and spin): 192.9 kcal per mole
* SMILES: C=CC.CCOO.OO

Mulliken population analysis, charges in e, atoms 1 to 5: -1.1468 0.5508 -1.2286 0.3699 0.2810

---

Q: What is the formula in the ninth record?
A: C5H14O3